The molecule C2H4N2O in a non-equilibrium geometry, computed with the ωB97M-V functional and the def2-TZVPD basis.

Values from the calculation:
HOMO level: -7.926 eV
energy above the lowest of the compared OMol25 structures with the same formula, charge and spin: 360.9 kJ/mol
largest force on an atom: 4.153 eV Å⁻¹
lowest unoccupied orbital energy: 0.4 eV
orbital gap: 0.305 Ha

The geometry in ORCA input format:
```
! RIJCOSX wB97M-V def2-TZVPD def2/J DEFGRID3
* xyz 0 1
C 0.635 1.065 -0.155
C 0.055 -1.203 0.049
N -1.605 1.738 -0.452
N -0.602 1.282 -0.215
O 1.068 -0.219 0.020
H 1.346 1.680 0.460
H -0.902 -0.643 0.303
H 0.118 -1.964 0.899
H -0.114 -1.736 -0.910
*
```

Atom charges from the Löwdin analysis, given in e for atoms 1 to 5: -0.219, -0.108, 0.201, -0.159, -0.151

---

The molecule C4H4O3, computed with the ωB97M-V functional and the def2-TZVPD basis.

Values from the calculation:
HOMO level: -9.026 eV
energy above the lowest of the compared OMol25 structures with the same formula, charge and spin: 307.5 kJ/mol
largest force on an atom: 0.573 eV Å⁻¹
lowest unoccupied orbital energy: -0.4 eV
orbital gap: 0.316 Ha

The geometry in ORCA input format:
```
! RIJCOSX wB97M-V def2-TZVPD def2/J DEFGRID3
* xyz 0 1
C -1.888 0.092 -0.023
C -0.490 -0.385 -0.287
O -0.172 -1.193 -1.133
C 0.629 0.234 0.562
O 0.419 1.079 1.410
C 1.954 -0.412 0.391
O 2.681 0.215 -0.487
H -2.147 -0.076 1.027
H -2.584 -0.435 -0.677
H -1.952 1.172 -0.195
H 3.545 -0.227 -0.543
*
```

Atom charges from the Löwdin analysis, given in e for atoms 1 to 5: -0.002, -0.370, 0.109, -0.369, 0.104

---

The molecule CH4FOPS in a non-equilibrium geometry, computed with the ωB97M-V functional and the def2-TZVPD basis.

Values from the calculation:
HOMO level: -9.022 eV
energy above the lowest of the compared OMol25 structures with the same formula, charge and spin: 127.7 kJ/mol
largest force on an atom: 3.530 eV Å⁻¹
lowest unoccupied orbital energy: 0.5 eV
structure (SMILES): CSP(O)F
orbital gap: 0.350 Ha

The geometry in ORCA input format:
```
! RIJCOSX wB97M-V def2-TZVPD def2/J DEFGRID3
* xyz 0 1
C 0.426 0.700 -1.884
O -0.808 -0.191 2.396
F -0.298 -2.263 1.212
P 0.317 -0.809 1.406
S -0.643 0.341 -0.242
H 0.474 -0.315 -2.281
H -0.187 1.424 -2.414
H 1.258 1.218 -1.519
H -0.538 -0.104 3.326
*
```

Atom charges from the Löwdin analysis, given in e for atoms 1 to 5: -0.325, -0.403, -0.336, 0.546, 0.444

---

The molecule C3H5NO, computed with the ωB97M-V functional and the def2-TZVPD basis.

Values from the calculation:
HOMO level: -9.859 eV
energy above the lowest of the compared OMol25 structures with the same formula, charge and spin: 31.1 kJ/mol
largest force on an atom: 0.746 eV Å⁻¹
lowest unoccupied orbital energy: 1.0 eV
structure (SMILES): O=C1CCN1
orbital gap: 0.399 Ha

The geometry in ORCA input format:
```
! RIJCOSX wB97M-V def2-TZVPD def2/J DEFGRID3
* xyz 0 1
C 0.035 -0.650 0.023
C -1.019 0.380 0.420
C -0.024 1.448 -0.106
H -1.992 0.291 -0.072
H -1.172 0.435 1.502
H 0.329 2.155 0.635
H -0.346 2.005 -0.998
H 1.817 0.336 -0.782
N 0.881 0.350 -0.420
O 0.156 -1.843 0.079
*
```

Atom charges from the Löwdin analysis, given in e for atoms 1 to 5: -0.499, -0.056, -0.164, 0.113, 0.114

---

C29H29BrCuN4O4S as an isolated structure, computed with the ωB97M-V functional and the def2-TZVPD basis.

Values from the calculation:
HOMO level (spin up / spin down): -7.887 / -7.886 eV
energy above the lowest of the compared OMol25 structures with the same formula, charge and spin: 0.0 kJ/mol
largest force on an atom: 0.465 eV Å⁻¹
lowest unoccupied orbital energy (spin up / spin down): -1.1 / -1.1 eV
orbital gap (spin up / spin down): 0.250 / 0.249 Ha

The geometry in ORCA input format:
```
! RIJCOSX wB97M-V def2-TZVPD def2/J DEFGRID3
* xyz 0 2
Cu 0.221 -0.439 -0.993
C -0.553 1.301 -3.426
O -0.291 -0.073 -3.052
C -1.275 -0.972 -3.441
C -1.637 -1.119 -4.767
C -2.610 -2.042 -5.111
C -3.211 -2.819 -4.125
C -2.834 -2.680 -2.802
C -1.856 -1.756 -2.450
N -1.382 -1.546 -1.132
N -1.854 -2.317 -0.245
C -1.508 -2.228 1.048
C -0.609 -1.248 1.579
O -0.055 -0.329 0.892
C -0.324 -1.290 2.990
C -0.900 -2.203 3.796
C -1.823 -3.186 3.305
C -2.413 -4.122 4.172
C -3.283 -5.069 3.694
C -3.577 -5.101 2.324
C -3.009 -4.194 1.460
C -2.121 -3.213 1.932
H -0.693 1.381 -4.502
H 0.324 1.868 -3.127
H -1.427 1.660 -2.885
H -1.153 -0.517 -5.525
H -2.896 -2.159 -6.147
H -3.972 -3.540 -4.391
H -3.289 -3.278 -2.025
H 0.388 -0.565 3.362
H -0.660 -2.215 4.855
H -2.167 -4.082 5.227
H -3.737 -5.785 4.366
H -4.260 -5.849 1.941
H -3.238 -4.229 0.405
Br 4.803 3.061 0.277
C 5.245 1.363 -0.446
C 6.592 1.150 -0.704
C 7.012 -0.042 -1.272
C 6.082 -1.016 -1.600
C 4.740 -0.789 -1.350
C 4.293 0.393 -0.757
C 2.817 0.519 -0.456
O 2.411 1.226 0.450
O 2.062 -0.163 -1.264
H 7.306 1.924 -0.461
H 8.066 -0.202 -1.461
H 6.400 -1.946 -2.053
H 3.999 -1.531 -1.609
C -1.259 3.539 3.746
C -1.040 2.238 2.981
N -1.642 2.257 1.656
C -1.114 2.839 0.554
S -2.097 3.143 -0.786
N 0.197 3.114 0.570
C 0.896 3.801 -0.512
C 0.700 5.309 -0.471
H -0.822 3.473 4.744
H -2.325 3.745 3.849
H -0.799 4.375 3.219
H -1.471 1.397 3.524
H 0.025 2.029 2.893
H -2.642 2.157 1.600
H 0.783 2.583 1.195
H 0.553 3.400 -1.466
H 1.947 3.548 -0.400
H -0.346 5.566 -0.638
H 1.302 5.782 -1.249
H 1.010 5.708 0.496
*
```

Atom charges from the Löwdin analysis, given in e for atoms 1 to 5: 0.756, -0.027, -0.161, -0.219, -0.004

---

A 3-piece molecular cluster, C5H9NO overall, computed with the ωB97M-V functional and the def2-TZVPD basis.

Values from the calculation:
HOMO level: -8.498 eV
energy above the lowest of the compared OMol25 structures with the same formula, charge and spin: 716.3 kJ/mol
largest force on an atom: 0.621 eV Å⁻¹
lowest unoccupied orbital energy: -0.3 eV
orbital gap: 0.301 Ha

The geometry in ORCA input format:
```
! RIJCOSX wB97M-V def2-TZVPD def2/J DEFGRID3
* xyz 0 1
C 1.821 0.771 -0.106
C 0.396 0.238 -0.125
C 0.032 -0.866 -1.131
C -1.132 -1.294 -0.202
C -0.595 -0.263 0.767
N -1.392 0.530 1.498
O -2.224 0.223 2.326
H 2.093 1.041 -1.137
H 2.540 0.005 0.211
H 1.971 1.669 0.501
H -0.208 1.696 0.171
H -0.209 -0.590 -2.161
H 0.837 -1.612 -1.144
H -1.148 -2.332 0.130
H -2.123 -0.998 -0.564
H -0.659 1.780 0.966
*
```

Atom charges from the Löwdin analysis, given in e for atoms 1 to 5: -0.073, -0.264, -0.121, -0.091, -0.283

---

A 3-piece molecular cluster, C3H13NO3 overall in a non-equilibrium geometry, computed with the ωB97M-V functional and the def2-TZVPD basis.

Values from the calculation:
HOMO level: -9.419 eV
energy above the lowest of the compared OMol25 structures with the same formula, charge and spin: 61.9 kJ/mol
largest force on an atom: 3.091 eV Å⁻¹
lowest unoccupied orbital energy: 0.8 eV
structure (SMILES): C[C@H](O)CN.O.O
orbital gap: 0.376 Ha

The geometry in ORCA input format:
```
! RIJCOSX wB97M-V def2-TZVPD def2/J DEFGRID3
* xyz 0 1
C 0.608 0.944 -0.474
C 0.803 -0.501 -0.082
C 1.576 -1.311 -1.120
O -0.451 -1.252 -0.046
N -0.185 1.621 0.540
H 1.669 1.360 -0.374
H 0.192 1.163 -1.524
H 1.287 -0.561 0.856
H 1.614 -2.422 -0.860
H 1.042 -1.127 -2.092
H 2.597 -0.807 -1.161
H -0.731 -1.310 0.877
H -1.036 1.151 0.629
H -0.305 2.683 0.478
H -1.968 -0.339 -1.037
H -3.112 0.373 -1.914
O -2.444 0.483 -1.193
H -0.059 0.351 2.215
H -0.920 -0.132 3.432
O -0.178 -0.368 2.853
*
```

Atom charges from the Löwdin analysis, given in e for atoms 1 to 5: -0.255, -0.445, -0.059, -0.082, -0.019

---

A 7-piece molecular cluster, C24H39Cl2IN8O4S overall in a non-equilibrium geometry, computed with the ωB97M-V functional and the def2-TZVPD basis.

Values from the calculation:
HOMO level: -4.588 eV
largest force on an atom: 10.328 eV Å⁻¹
lowest unoccupied orbital energy: 0.2 eV
orbital gap: 0.176 Ha

The geometry in ORCA input format:
```
! RIJCOSX wB97M-V def2-TZVPD def2/J DEFGRID3
* xyz 0 1
C -1.767 -1.379 -0.742
O -0.969 -0.403 0.062
C 0.471 -0.689 -0.036
C 1.133 -0.088 -1.410
C 1.430 1.526 -1.391
C 0.133 2.466 -1.041
C -0.949 2.630 -2.269
S -2.624 3.178 -1.573
O -3.781 3.037 -2.607
O -3.063 2.352 -0.316
Cl -2.581 5.200 -0.935
C 1.322 -0.297 1.344
I 3.422 -0.826 1.073
N 1.046 1.111 1.806
C -0.094 1.094 2.801
C 2.268 1.836 2.313
C 1.722 3.273 2.974
O 1.778 3.502 4.307
Cl 1.066 4.618 1.841
H -1.637 -2.483 -0.326
H -1.482 -1.309 -1.886
H -2.898 -1.020 -0.675
H 0.565 -1.876 -0.115
H 0.385 -0.272 -2.322
H 2.103 -0.722 -1.695
H 2.310 1.698 -0.612
H 1.876 1.825 -2.453
H -0.469 2.154 -0.087
H 0.562 3.556 -0.811
H -1.021 1.703 -2.981
H -0.566 3.554 -2.918
H 0.891 -1.036 2.177
H -0.784 2.067 2.756
H -0.854 0.189 2.627
H 0.334 0.908 3.900
H 3.017 2.186 1.452
H 2.828 1.296 3.206
C 4.559 4.135 -3.350
C 3.841 3.887 -2.034
N 3.245 3.681 -0.942
H 4.906 3.187 -3.770
H 3.880 4.613 -4.061
H 5.421 4.788 -3.187
C -3.837 3.064 3.643
C -3.602 2.884 2.152
N -3.407 2.734 0.915
H -3.948 2.088 4.124
H -2.989 3.588 4.093
H -4.746 3.648 3.809
C -1.271 -5.632 -2.170
C -0.408 -5.064 -1.056
N 0.309 -4.592 -0.131
H -0.769 -6.487 -2.632
H -2.233 -5.959 -1.766
H -1.446 -4.868 -2.933
C -6.001 -1.536 -2.781
C -4.646 -2.159 -3.078
N -3.522 -2.675 -3.323
H -6.487 -1.239 -3.715
H -6.637 -2.258 -2.263
H -5.875 -0.653 -2.149
C 6.833 -3.042 -0.958
C 7.031 -2.046 0.173
N 7.196 -1.220 1.111
H 7.061 -4.053 -0.609
H 5.797 -3.011 -1.305
H 7.496 -2.796 -1.792
C -2.516 5.224 7.377
C -3.502 4.133 6.990
N -4.319 3.228 6.670
H -3.057 6.126 7.675
H -1.896 4.887 8.212
H -1.870 5.461 6.527
C 1.334 -9.573 -3.576
C 0.513 -9.184 -2.358
N -0.169 -8.860 -1.348
H 1.647 -8.676 -4.117
H 2.223 -10.129 -3.264
H 0.738 -10.201 -4.243
*
```

Atom charges from the Löwdin analysis, given in e for atoms 1 to 5: -0.096, -0.250, -0.340, -0.179, -0.217

---

Repeat the fourth record exactly.
The molecule C3H5NO, computed with the ωB97M-V functional and the def2-TZVPD basis.

Values from the calculation:
HOMO level: -9.859 eV
energy above the lowest of the compared OMol25 structures with the same formula, charge and spin: 31.1 kJ/mol
largest force on an atom: 0.746 eV Å⁻¹
lowest unoccupied orbital energy: 1.0 eV
structure (SMILES): O=C1CCN1
orbital gap: 0.399 Ha

The geometry in ORCA input format:
```
! RIJCOSX wB97M-V def2-TZVPD def2/J DEFGRID3
* xyz 0 1
C 0.035 -0.650 0.023
C -1.019 0.380 0.420
C -0.024 1.448 -0.106
H -1.992 0.291 -0.072
H -1.172 0.435 1.502
H 0.329 2.155 0.635
H -0.346 2.005 -0.998
H 1.817 0.336 -0.782
N 0.881 0.350 -0.420
O 0.156 -1.843 0.079
*
```

Atom charges from the Löwdin analysis, given in e for atoms 1 to 5: -0.499, -0.056, -0.164, 0.113, 0.114